Below is a single C7H10S molecule at a distorted geometry, with properties calculated with wB97M-V/def2-TZVPD.

The geometry in XYZ format:
```
18
Properties=species:S:1:pos:R:3:nbo_charge:R:1
C 1.89 -1.22 -0.48 -0.390
C 0.76 -0.97 0.08 0.000
C -0.26 -1.91 0.40 -0.605
S -1.83 -1.36 -0.09 0.317
C -1.21 0.24 -0.09 -0.130
C -2.20 1.22 -0.23 -0.463
C 0.24 0.34 0.47 -0.304
C 0.79 1.79 0.12 -0.620
H 2.53 -0.43 -0.59 0.187
H 2.03 -2.09 -1.32 0.210
H -0.25 -2.24 1.44 0.228
H -0.14 -2.85 -0.11 0.241
H -3.04 0.87 -0.79 0.206
H -1.95 2.25 -0.12 0.200
H 0.13 -0.09 1.52 0.236
H 0.05 2.56 0.70 0.235
H 1.87 1.97 0.17 0.228
H 0.58 1.91 -1.07 0.226
```

Calculated values
2S+1: 1
DFT total energy, Ha: -670.767596
LUMO level, eV: 0.718
Total charge: 0
Energy above the lowest of the compared OMol25 structures with the same formula, charge and spin, kJ/mol: 357.0



Below is a single C7H10S2 molecule at a distorted geometry, with properties calculated with wB97M-V/def2-TZVPD.

The geometry in XYZ format:
```
19
Properties=species:S:1:pos:R:3:nbo_charge:R:1
C -1.26 -0.47 -1.21 -0.615
C -0.58 0.10 -0.02 -0.201
C -1.46 -0.27 1.16 -0.572
C -0.47 1.56 -0.02 -0.176
S -1.05 2.57 -1.19 0.029
C 0.84 -0.44 0.30 -0.364
C 2.05 0.24 -0.43 -0.425
C 3.16 -0.17 0.11 -0.047
S 4.29 -0.63 1.05 0.155
H -0.62 -0.27 -2.06 0.216
H -2.28 -0.15 -1.43 0.236
H -1.32 -1.54 -1.21 0.214
H -0.97 -1.09 1.75 0.213
H -2.26 -0.76 0.69 0.222
H -1.63 0.58 1.77 0.217
H -0.23 1.97 0.90 0.181
H 0.86 -1.47 -0.11 0.223
H 1.14 -0.40 1.37 0.226
H 1.80 0.64 -1.44 0.270
```

Calculated values
2S+1: 1
DFT total energy, Ha: -1068.984764
LUMO level, eV: -0.285
Total charge: 0
Energy above the lowest of the compared OMol25 structures with the same formula, charge and spin, kJ/mol: 304.1



Below is 2 unconnected molecules or ions with the total composition C7H11BNO4P2 at a distorted geometry, with properties calculated with wB97M-V/def2-TZVPD.

The geometry in XYZ format:
```
26
Properties=species:S:1:pos:R:3:nbo_charge:R:1
C 1.00 -2.47 1.30 -0.921
P 1.59 -2.15 -0.46 0.399
C 0.52 -3.21 -1.61 -0.936
B 1.35 -0.34 -0.99 0.098
C 0.87 0.69 0.17 -0.084
C 1.83 1.72 0.54 -0.287
C 1.43 2.64 1.62 -0.224
C 0.09 2.33 2.14 -0.308
C -0.78 1.28 1.64 0.078
N -0.38 0.46 0.65 -0.359
H 1.85 -2.98 1.84 0.186
H 0.72 -1.56 1.87 0.248
H 0.16 -3.22 1.28 0.213
H 0.19 -4.13 -1.05 0.190
H 1.18 -3.50 -2.47 0.201
H -0.38 -2.64 -1.97 0.273
H 1.55 0.04 -2.10 -0.044
H 2.83 1.84 0.05 0.193
H 2.07 3.45 2.01 0.182
H -0.30 2.97 2.97 0.175
H -1.79 1.10 2.07 0.207
O -2.19 0.31 -2.14 -1.142
P -3.12 1.54 -1.90 2.474
O -4.30 1.13 -0.97 -1.290
O -3.68 2.04 -3.26 -1.298
O -2.30 2.67 -1.22 -1.223
```

Calculated values
2S+1: 1
DFT total energy, Ha: -1336.325851
LUMO level, eV: 7.298
Total charge: -3



Below is a gas-phase ion, C7H11BrNO (charge +1) at a distorted geometry, with properties calculated with wB97M-V/def2-TZVPD.

The geometry in XYZ format:
```
21
Properties=species:S:1:pos:R:3:nbo_charge:R:1
C -1.27 0.47 1.09 -0.666
C -0.03 0.58 0.22 0.013
N 0.29 2.00 -0.03 -0.699
C -0.27 -0.10 -1.16 0.355
O -0.92 0.74 -2.02 -0.692
C -0.23 -1.40 -1.33 -0.338
C 0.28 -2.14 -0.21 -0.098
C 0.95 -1.62 0.83 -0.317
C 1.13 -0.19 0.95 -0.103
Br 3.02 0.63 0.06 -0.134
H -1.63 -0.59 1.26 0.280
H -2.11 1.07 0.62 0.237
H -1.19 0.81 2.17 0.254
H 1.30 2.22 0.22 0.479
H -0.51 2.54 0.31 0.449
H 0.13 2.02 -0.98 0.448
H -1.34 0.15 -2.65 0.516
H -0.33 -1.91 -2.28 0.250
H 0.16 -3.21 -0.57 0.251
H 1.38 -2.32 1.52 0.259
H 1.21 0.28 1.99 0.255
```

Calculated values
2S+1: 1
DFT total energy, Ha: -2977.024727
LUMO level, eV: -4.486
Total charge: +1
Energy above the lowest of the compared OMol25 structures with the same formula, charge and spin, kJ/mol: 86.0



Below is a single C7H11Cl molecule at a distorted geometry, with properties calculated with wB97M-V/def2-TZVPD.

The geometry in XYZ format:
```
19
Properties=species:S:1:pos:R:3:nbo_charge:R:1
C -1.41 1.42 0.85 -0.677
C -1.45 0.10 0.03 0.014
C -2.74 -0.15 -0.65 -0.612
C -0.57 -0.78 -0.37 -0.221
C 0.94 -1.10 0.01 -0.256
C 1.87 -0.16 -0.01 0.066
C 3.26 -0.47 0.18 -0.689
Cl 1.78 1.53 -0.67 -0.067
H -1.28 2.26 0.13 0.235
H -0.45 1.35 1.50 0.233
H -2.33 1.96 1.33 0.242
H -2.26 -0.84 -1.57 0.200
H -3.11 0.80 -1.02 0.201
H -3.59 -0.77 -0.13 0.224
H -0.82 -1.40 -1.21 0.193
H 1.21 -1.84 0.69 0.224
H 3.99 -0.48 -0.63 0.243
H 3.48 0.04 1.08 0.226
H 3.48 -1.46 0.47 0.222
```

Calculated values
2S+1: 1
DFT total energy, Ha: -733.369420
LUMO level, eV: 0.819
Total charge: 0
Energy above the lowest of the compared OMol25 structures with the same formula, charge and spin, kJ/mol: 331.1



Below is 2 unconnected molecules or ions with the total composition C7H11ClN2O at a distorted geometry, with properties calculated with wB97M-V/def2-TZVPD.

The geometry in XYZ format:
```
22
Properties=species:S:1:pos:R:3:nbo_charge:R:1
C -2.79 1.68 0.26 0.395
C -2.65 -1.38 -0.44 0.353
C 1.60 -1.89 0.98 -0.620
C 2.01 -0.96 -0.16 -0.414
C 1.63 0.55 -0.27 -0.381
C 0.11 0.60 -0.16 -0.405
C -0.46 2.02 -0.45 -0.236
N -3.68 1.32 0.88 -0.425
N -1.93 2.03 -0.53 -0.369
O -1.99 -2.12 -1.08 -0.459
Cl -3.96 -1.02 0.35 0.274
H 2.14 -1.70 1.98 0.214
H 0.48 -1.72 1.17 0.199
H 1.81 -3.02 0.66 0.228
H 1.58 -1.25 -1.15 0.210
H 3.15 -0.92 -0.08 0.208
H 1.89 1.01 -1.19 0.205
H 1.94 1.33 0.51 0.186
H -0.13 0.27 0.75 0.201
H -0.22 0.04 -1.02 0.205
H -0.29 2.53 -1.45 0.225
H -0.25 2.60 0.45 0.207
```

Calculated values
2S+1: 1
DFT total energy, Ha: -918.035400
LUMO level (alpha / beta), eV: -0.114 / -1.753
Total charge: 0
Energy above the lowest of the compared OMol25 structures with the same formula, charge and spin, kJ/mol: 515.6



Below is a gas-phase ion, C7H11ClNSi (charge +1) at a distorted geometry, with properties calculated with wB97M-V/def2-TZVPD.

The geometry in XYZ format:
```
21
Properties=species:S:1:pos:R:3:nbo_charge:R:1
N -0.56 -1.29 1.37 -0.726
C -1.78 -1.56 0.61 -0.659
Si -1.83 -0.41 -1.02 1.301
Cl -1.85 -1.83 -2.37 -0.306
C -0.14 0.50 -0.86 -0.472
C -0.06 1.78 -0.25 -0.211
C 1.13 2.31 0.17 -0.184
C 2.32 1.59 -0.05 -0.168
C 2.32 0.32 -0.62 -0.191
C 1.07 -0.23 -0.89 -0.288
H -0.87 -0.76 2.20 0.450
H 0.12 -0.84 0.66 0.477
H -0.08 -2.13 1.71 0.435
H -2.64 -1.32 1.34 0.241
H -1.92 -2.62 0.38 0.260
H -3.04 0.28 -0.96 -0.149
H -1.02 2.35 -0.10 0.231
H 1.30 3.26 0.70 0.245
H 3.23 2.14 0.10 0.235
H 3.20 -0.28 -0.82 0.245
H 1.10 -1.27 -1.29 0.236
```

Calculated values
2S+1: 1
DFT total energy, Ha: -1077.552525
LUMO level, eV: -3.300
Total charge: +1
Energy above the lowest of the compared OMol25 structures with the same formula, charge and spin, kJ/mol: 0.0



Below is 2 unconnected molecules or ions with the total composition C7H11FIN3 at a distorted geometry, with properties calculated with wB97M-V/def2-TZVPD.

The geometry in XYZ format:
```
23
Properties=species:S:1:pos:R:3:nbo_charge:R:1
H 1.48 3.22 -2.41 0.371
N 0.92 2.62 -1.81 -0.669
C 1.47 1.55 -1.45 0.649
F 2.75 1.23 -1.80 -0.338
C 0.81 0.59 -0.59 -0.031
N -0.51 0.43 -0.68 -0.207
N -0.84 -0.44 0.26 -0.135
C -2.20 -0.86 0.40 -0.212
C -2.37 -2.33 0.04 -0.612
C 0.24 -0.84 0.97 -0.064
C 1.34 -0.20 0.45 -0.066
C 2.75 -0.25 0.92 -0.633
H -2.53 -0.68 1.43 0.205
H -2.78 -0.23 -0.28 0.236
H -2.00 -2.52 -0.97 0.218
H -3.42 -2.60 0.07 0.219
H -1.83 -2.97 0.73 0.205
H 0.16 -1.53 1.78 0.218
H 3.05 0.71 1.33 0.224
H 2.86 -1.01 1.69 0.218
H 3.43 -0.48 0.09 0.230
I -1.91 3.54 0.45 -0.168
H -0.85 3.07 -0.61 0.141
```

Calculated values
2S+1: 1
DFT total energy, Ha: -835.150282
LUMO level, eV: 0.751
Total charge: 0
Energy above the lowest of the compared OMol25 structures with the same formula, charge and spin, kJ/mol: 0.0



Question: Which of these has the highest DFT total energy?
Answer: C7H10S